{
  "formula": "C40H35BO5",
  "method": "ωB97M-V/def2-TZVPD",
  "elements": ["C", "C", "C", "C", "C", "B", "C", "C", "C", "C", "C", "O", "C", "C", "C", "C", "C", "O", "C", "C", "C", "C", "C", "O", "O", "H", "H", "H", "H", "H", "H", "H", "H", "H", "H", "H", "H", "H", "H", "H", "H", "H", "H", "H", "H", "C", "O", "C", "C", "C", "C", "C", "C", "C", "C", "C", "C", "C", "C", "C", "C", "C", "C", "C", "C", "C", "H", "H", "H", "H", "H", "H", "H", "H", "H", "H", "H", "H", "H", "H", "H"],
  "positions_angstrom": [[-4.551, -3.834, 2.570], [-3.505, -2.830, 2.563], [-2.847, -2.218, 3.592], [-1.979, -1.259, 2.995], [-2.113, -1.349, 1.622], [0.286, -0.479, 0.435], [0.575, 0.028, 1.882], [0.102, 1.070, 2.668], [0.959, 1.200, 3.803], [1.909, 0.204, 3.665], [3.122, -0.119, 4.386], [1.664, -0.519, 2.530], [0.897, -1.903, 0.437], [0.333, -3.149, 0.462], [1.385, -4.116, 0.336], [2.550, -3.385, 0.223], [3.929, -3.703, -0.050], [2.250, -2.054, 0.303], [-1.499, -0.566, 0.512], [-2.315, -0.990, -0.659], [-3.387, -0.117, -0.798], [-3.149, 0.963, 0.047], [-3.947, 2.151, 0.247], [-1.999, 0.823, 0.717], [-3.055, -2.325, 1.371], [-4.849, -3.971, 3.616], [-5.432, -3.514, 2.000], [-4.195, -4.803, 2.196], [-2.966, -2.414, 4.651], [-1.296, -0.630, 3.535], [-0.745, 1.702, 2.433], [0.907, 1.958, 4.585], [3.700, 0.799, 4.560], [2.869, -0.547, 5.366], [3.727, -0.835, 3.819], [-0.724, -3.377, 0.544], [1.280, -5.193, 0.322], [4.182, -4.681, 0.374], [4.108, -3.742, -1.135], [4.578, -2.932, 0.378], [-2.185, -1.937, -1.182], [-4.226, -0.192, -1.489], [-4.244, 2.549, -0.731], [-4.868, 1.874, 0.782], [-3.405, 2.909, 0.820], [-2.679, 5.353, -3.918], [-2.876, 3.922, -3.906], [-2.035, 3.153, -3.164], [-2.132, 1.756, -3.316], [-1.360, 0.930, -2.536], [-0.515, 1.397, -1.528], [0.435, 0.408, -0.791], [1.701, 1.266, -0.274], [2.882, 0.743, -0.822], [4.147, 1.092, -0.354], [4.234, 2.026, 0.676], [3.072, 2.645, 1.157], [1.810, 2.292, 0.660], [2.564, -0.215, -1.869], [1.169, -0.435, -1.916], [0.700, -1.339, -2.857], [1.593, -1.911, -3.786], [2.971, -1.678, -3.713], [3.471, -0.828, -2.724], [-0.383, 2.784, -1.441], [-1.119, 3.661, -2.226], [-3.421, 5.715, -4.631], [-2.865, 5.784, -2.923], [-1.666, 5.618, -4.259], [-2.836, 1.352, -4.041], [-1.437, -0.133, -2.720], [5.014, 0.599, -0.796], [5.206, 2.281, 1.101], [3.146, 3.408, 1.938], [0.924, 2.804, 1.034], [-0.345, -1.636, -2.872], [1.195, -2.562, -4.568], [3.662, -2.153, -4.410], [4.535, -0.610, -2.596], [0.370, 3.226, -0.800], [-0.968, 4.735, -2.112]],
  "atomic_forces_ev_per_a": [[-0.7160, -0.8813, 0.0718], [1.4119, 1.2077, 0.4139], [-0.2955, -0.0013, -0.8077], [0.3351, -0.1879, -0.7062], [0.1823, -0.6487, 2.8326], [-3.5402, -1.3735, 2.5250], [0.0393, 2.1004, 1.7413], [0.4599, -0.6636, -0.3236], [0.5499, -0.8093, -0.1521], [-1.7295, 0.9882, -1.1571], [0.9041, -0.2260, 1.0198], [-0.2172, 0.9363, 0.4514], [-0.1677, -1.9844, -0.9495], [0.0535, 0.1035, -0.0265], [0.9191, 0.6804, -0.0491], [-2.5735, 0.0118, 0.3812], [1.3196, -0.4445, -0.2763], [-0.0652, -0.3519, -0.0982], [-0.6799, -0.6509, -1.0763], [-1.0981, 0.6747, 0.7586], [0.4917, -0.9204, -0.5156], [2.3517, -1.0664, 0.7512], [-0.5260, 0.9780, 0.0354], [-2.1751, -0.1905, -0.4756], [-0.3751, -0.0541, -0.1947], [-0.0448, -0.0660, -0.2769], [0.1691, -0.1614, 0.0439], [-0.1910, 0.1760, -0.0588], [-0.0609, 0.0356, -0.2411], [-0.0297, 0.0865, -0.1251], [0.2072, -0.1274, 0.0496], [0.0800, -0.3916, -0.2326], [-0.0028, -0.3343, -0.0218], [0.3047, -0.0333, -0.1289], [-0.1032, 0.1681, 0.1645], [0.1645, 0.0739, 0.0636], [0.1296, 0.1729, -0.0218], [0.1002, 0.1874, -0.0937], [0.0832, 0.0404, 0.2224], [0.0156, -0.2079, -0.0557], [0.0178, 0.2363, 0.2300], [0.3884, 0.0479, 0.2364], [0.0478, 0.0265, 0.2125], [0.2224, 0.0759, -0.0795], [-0.1286, -0.1701, -0.1342], [-0.0677, -0.7077, 0.0388], [0.1641, 0.5953, -0.2118], [0.2700, -0.1770, 0.6942], [-0.3326, 0.9726, -0.1801], [0.0448, -0.1920, 0.1213], [0.5818, -0.4325, -0.0376], [4.0031, 3.4584, -3.4708], [0.2463, -0.7088, -1.0729], [-0.2173, 0.2033, 0.3795], [-0.3071, 0.1247, 0.1103], [0.0236, -0.0419, -0.0759], [-0.1128, -0.0638, -0.2414], [0.2616, 0.1109, 0.2969], [-0.2196, -0.0112, -0.1635], [0.5385, 0.5096, 0.3464], [0.2926, -0.1606, -0.1516], [-0.0348, -0.0730, 0.2461], [-0.0588, 0.1345, 0.1277], [-0.4857, -0.0409, 0.0282], [0.1713, 0.0056, 0.0872], [-0.6181, -0.0336, -0.5651], [0.1851, 0.0645, 0.1765], [0.0492, -0.1019, -0.2546], [-0.2812, -0.1332, 0.1155], [0.1967, 0.0976, 0.0117], [0.0250, 0.2343, -0.0497], [-0.0365, 0.2763, 0.2869], [-0.2627, -0.0066, -0.1177], [-0.0298, -0.2449, -0.2915], [0.3637, -0.2379, 0.0789], [0.2122, -0.0240, -0.2033], [0.1452, 0.1158, 0.3007], [-0.2973, 0.0864, 0.0848], [-0.2954, -0.2103, -0.2593], [-0.3022, -0.1291, -0.0674], [-0.0437, -0.3206, -0.0442]],
  "lowdin_charge": [-0.024, -0.327, 0.003, 0.033, -0.176, -0.512, -0.155, -0.082, -0.016, -0.323, -0.023, 0.080, -0.145, -0.014, -0.008, -0.325, -0.026, 0.065, -0.154, 0.103, 0.023, -0.255, 0.038, 0.079, 0.051, 0.091, 0.090, 0.092, 0.115, 0.103, 0.112, 0.109, 0.089, 0.085, 0.093, 0.103, 0.101, 0.087, 0.085, 0.091, 0.154, 0.143, 0.106, 0.115, 0.109, -0.067, -0.100, -0.285, 0.006, -0.065, -0.115, -0.073, -0.071, -0.117, -0.011, -0.081, -0.064, -0.056, -0.124, -0.063, -0.025, -0.072, -0.087, -0.017, -0.004, -0.007, 0.090, 0.090, 0.098, 0.123, 0.088, 0.106, 0.098, 0.105, 0.111, 0.095, 0.099, 0.099, 0.109, 0.096, 0.105],
  "spin_multiplicity": 1,
  "lumo_ha": -0.0420,
  "orbital_gap_ev": 5.68,
  "homo_ev": -6.823,
  "largest_force_ha_per_bohr": 0.1230,
  "charge": 0,
  "relative_energy_kcal_mol": 12.7
}